The following is a DFT calculation (ωB97M-V/def2-TZVPD) of C15H12BrO7Ti as an isolated structure in a non-equilibrium geometry.

Element x y z (Å)
1 Ti -0.117 0.331 0.303
2 O -2.318 -2.637 0.630
3 C -1.329 -2.050 0.273
4 O -1.310 -0.911 -0.346
5 C 0.081 -2.702 0.450
6 C 0.965 -2.306 -0.743
7 C 2.289 -3.088 -0.702
8 C 3.059 -2.343 0.405
9 C 2.002 -1.333 0.866
10 O 1.354 -0.975 -0.368
11 C 0.895 -2.091 1.627
12 C 0.050 -1.150 2.525
13 O -0.351 -1.522 3.594
14 O -0.124 0.035 2.020
15 H -0.064 -3.778 0.572
16 H 0.455 -2.303 -1.713
17 H 2.115 -4.134 -0.461
18 H 2.807 -3.032 -1.659
19 H 3.380 -2.995 1.214
20 H 3.931 -1.827 0.006
21 H 2.395 -0.432 1.356
22 H 1.294 -2.875 2.273
23 Br 0.752 4.759 -2.444
24 C 0.516 3.059 -3.252
25 C 0.642 2.916 -4.627
26 C 0.475 1.670 -5.204
27 C 0.130 0.576 -4.425
28 C -0.012 0.728 -3.058
29 C 0.207 1.966 -2.458
30 C 0.102 1.961 -0.974
31 O -1.040 1.771 -0.410
32 O 1.133 1.608 -0.266
33 H 0.859 3.782 -5.230
34 H 0.588 1.557 -6.270
35 H -0.038 -0.388 -4.878
36 H -0.334 -0.098 -2.426

Force components x, y, z for each atom (eV/Å):
Ti 0.3451 -0.6991 0.1611
O -0.0489 0.0449 0.1208
C 0.2535 -1.8644 -0.0877
O -1.7087 -0.8313 -1.0237
C -0.6264 0.1441 -0.2569
C -0.2341 -1.1587 -0.3623
C -0.1461 0.1487 -0.1784
C -0.0082 0.2324 -0.0160
C 1.0662 -0.3219 0.9092
O 0.3971 -0.1415 -0.4255
C -0.1777 0.2938 0.5559
C 0.7970 -2.1552 1.1124
O -0.0582 0.2500 -0.1448
O -0.3817 0.6002 3.0349
H 0.0410 0.2173 -0.0774
H 0.1463 0.1291 0.3219
H -0.0298 -0.0033 -0.0662
H -0.0235 -0.0251 0.0325
H 0.0023 0.0571 0.0392
H -0.0278 0.0055 0.0314
H -0.1753 -0.2807 -0.2007
H -0.0169 0.1725 -0.0721
Br -0.0042 -0.1578 -0.0697
C 0.0275 -0.0378 0.2064
C 0.0187 0.1367 0.1669
C -0.0940 -0.0096 0.0544
C 0.0201 -0.0285 0.0938
C -0.1065 0.0706 0.1229
C -0.0260 0.3548 -0.3676
C 0.4474 0.5814 -0.4595
O -0.5492 2.0949 -1.3015
O 0.7466 2.1924 -1.3034
H 0.0790 0.0651 -0.0766
H 0.0031 0.0125 -0.1432
H -0.0114 -0.0913 -0.0639
H 0.0639 0.0021 -0.2669

Results
2S+1: 2
Energy above the lowest of the compared OMol25 structures with the same formula, charge and spin (kJ/mol): 178.16
HOMO-LUMO gap (spin up / spin down) (eV): 7.88 / 9.80
HOMO level (spin up / spin down) (Ha): -0.2811 / -0.3587


The following is a DFT calculation (ωB97M-V/def2-TZVPD) of one molecule with the formula C15H12ClNO3.

Element x y z (Å)
1 N -3.241 -0.420 1.415
2 C -1.899 -0.444 1.223
3 O -1.191 -1.318 1.672
4 C -1.384 0.744 0.466
5 C -1.309 1.928 1.200
6 C -0.807 3.090 0.653
7 C -0.372 3.085 -0.664
8 C -0.444 1.928 -1.406
9 C -0.943 0.741 -0.859
10 O -0.996 -0.287 -1.749
11 C -1.252 -1.612 -1.361
12 C -0.168 -2.327 -0.542
13 O -0.368 -3.451 -0.154
14 C 1.103 -1.600 -0.308
15 C 1.727 -0.849 -1.300
16 C 2.907 -0.182 -1.029
17 C 3.460 -0.262 0.240
18 Cl 4.920 0.593 0.584
19 C 2.863 -1.025 1.232
20 C 1.693 -1.701 0.951
21 H -3.805 0.352 1.106
22 H -3.659 -1.127 1.998
23 H -1.645 1.916 2.227
24 H -0.754 3.990 1.246
25 H 0.024 3.985 -1.110
26 H -0.118 1.904 -2.433
27 H -1.355 -2.161 -2.305
28 H -2.202 -1.709 -0.821
29 H 1.308 -0.798 -2.293
30 H 3.397 0.399 -1.795
31 H 3.313 -1.088 2.210
32 H 1.198 -2.292 1.704

Force components x, y, z for each atom (eV/Å):
N -0.3074 -0.1007 0.1180
C -0.2636 0.2233 0.0270
O 0.0773 -0.1311 0.1292
C 0.1692 -0.1095 -0.1495
C 0.0555 0.0866 -0.0938
C -0.0389 0.0545 0.1212
C -0.0128 -0.0675 0.0068
C -0.0434 -0.2149 0.0177
C -0.0812 0.3581 0.0379
O 0.0630 0.2347 -0.0379
C -0.3298 -0.5918 0.0244
C -0.0422 0.0976 -0.3159
O -0.0793 0.0726 -0.0809
C 0.4569 -0.0040 0.1842
C -0.0376 -0.1807 0.1476
C 0.1559 0.0336 0.0502
C -0.2742 -0.1364 -0.1126
Cl 0.1966 0.1196 0.0533
C 0.0865 0.0075 -0.0117
C -0.0922 0.0286 -0.1934
H 0.0769 -0.0192 -0.0413
H 0.0529 0.0099 -0.0095
H -0.0265 -0.0046 0.0959
H 0.0123 0.0751 0.0629
H 0.0368 0.0734 -0.0566
H 0.0393 -0.0085 -0.1290
H -0.0269 0.0446 0.2006
H 0.1327 -0.0462 -0.0972
H -0.0535 0.0624 -0.0571
H 0.0669 0.0497 -0.0461
H 0.0541 0.0215 0.0775
H -0.0234 -0.0383 0.0782

Results
2S+1: 1
Energy above the lowest of the compared OMol25 structures with the same formula, charge and spin (kJ/mol): 24.28
SMILES: NC(=O)c1ccccc1OCC(=O)c1ccc(Cl)cc1
HOMO-LUMO gap (eV): 9.36
HOMO level (Ha): -0.3252


The following is a DFT calculation (ωB97M-V/def2-TZVPD) of C15H12MnNO7S as an isolated structure in a non-equilibrium geometry.

Element x y z (Å)
1 Mn -0.382 0.820 0.690
2 O 0.889 -0.432 0.585
3 C 1.843 -0.844 1.287
4 C 2.119 -0.332 2.584
5 C 3.197 -0.790 3.360
6 C 3.356 -0.323 4.643
7 C 2.456 0.602 5.201
8 C 1.418 1.092 4.456
9 C 1.218 0.656 3.127
10 O 0.245 1.114 2.413
11 N 4.469 -0.809 5.455
12 O 4.500 -0.446 6.604
13 O 5.262 -1.537 4.910
14 H 2.470 -1.646 0.889
15 H 3.901 -1.507 2.963
16 H 2.612 0.919 6.222
17 H 0.724 1.809 4.861
18 O -0.701 8.787 -0.525
19 C -1.385 7.772 -0.012
20 O -2.420 7.918 0.573
21 C -0.814 6.393 -0.220
22 C -0.074 6.062 -1.358
23 C 0.446 4.794 -1.508
24 C 0.220 3.830 -0.517
25 S 0.997 2.283 -0.656
26 C -0.566 4.148 0.600
27 C -1.092 5.412 0.737
28 H 0.149 8.541 -0.916
29 H 0.090 6.789 -2.138
30 H 1.030 4.531 -2.374
31 H -0.723 3.388 1.367
32 H -1.691 5.675 1.595
33 C -2.760 1.718 -0.836
34 O -1.808 1.174 0.000
35 H -2.685 2.814 -0.836
36 H -3.765 1.433 -0.503
37 H -2.600 1.341 -1.853

Force components x, y, z for each atom (eV/Å):
Mn 2.5915 2.5488 0.8279
O 0.9441 -1.6881 -0.8848
C 0.2233 0.3297 0.9494
C -0.7033 0.5150 -0.1037
C 0.2764 -0.0085 0.4941
C -0.6109 0.0515 -0.8564
C 0.0987 -0.0517 -0.1429
C -0.2614 -0.0008 -0.3657
C 1.0760 -0.9588 0.0915
O -1.3804 0.5244 -0.9441
N -0.0458 -0.0282 -0.0825
O 0.0933 0.0858 0.3689
O 0.3065 -0.2483 -0.1004
H -0.1076 0.0738 -0.1546
H 0.0491 -0.0822 -0.0060
H -0.0100 0.0304 0.0290
H -0.0678 0.1134 0.0969
O 0.1806 0.7190 -0.2099
C -0.3080 -0.8968 0.0872
O 0.1441 0.2623 0.0161
C 0.0964 -0.2115 -0.2314
C -0.0855 0.2162 0.4139
C -0.0442 -0.5273 0.1147
C -0.2239 0.3335 0.2942
S -1.1958 -1.5500 1.0740
C 0.2492 -0.2229 0.0390
C 0.0941 0.2699 -0.0955
H -0.1771 -0.1353 0.1706
H 0.0378 0.0787 -0.0809
H 0.0427 0.0177 -0.1703
H -0.0371 0.3193 -0.0996
H -0.0779 0.0394 0.0353
C -1.2046 0.4657 -1.2775
O -0.2156 -0.1776 0.3673
H 0.0813 -0.2807 0.1120
H 0.2382 -0.0096 0.0407
H -0.0665 0.0837 0.1835

Results
Charge: +1
2S+1: 2
HOMO-LUMO gap (spin up / spin down) (eV): 5.79 / 5.28
HOMO level (spin up / spin down) (Ha): -0.4480 / -0.4403


Respective E_tot values: -123242.2123 -35904.9591 -73715.6278 eV.